1.
13
Properties=species:S:1:pos:R:3 method="wB97M-V/def2-TZVPD" homo_ev="-8.825 / -7.723"
C 0.93 1.01 1.06
C -0.02 1.28 0.01
C 0.04 0.67 -1.22
N 0.21 -2.35 1.22
O -0.01 -1.04 0.97
O -1.11 2.02 0.23
F 2.12 0.67 0.64
H 0.91 1.50 2.08
H -0.05 -2.57 2.20
H -0.82 0.78 -1.84
H 0.65 -0.07 -1.62
H 1.23 -2.47 1.16
H -1.73 1.70 -0.38

2.
7
Properties=species:S:1:pos:R:3 method="wB97M-V/def2-TZVPD" homo_ev=-10.441
C 0.69 0.56 -0.47
N -0.09 0.87 0.43
Cl -1.92 -1.54 -0.38
Br 2.11 -0.69 -0.28
H 0.71 1.09 -1.33
H -0.05 0.54 1.43
H -1.45 -0.83 0.61

3.
57
Properties=species:S:1:pos:R:3 method="wB97M-V/def2-TZVPD" s2=6.031 total_charge=+2 multiplicity=5 homo_ev="-13.868 / -13.335"
C 1.93 -2.36 -3.89
C 1.61 -1.01 -4.02
C 0.99 -0.30 -2.98
C 0.73 -0.98 -1.77
C 1.00 -2.35 -1.66
C 1.64 -3.03 -2.71
C 0.62 1.13 -3.19
C -0.63 1.62 -2.44
N -1.84 1.40 -3.14
Os -0.07 -0.06 -0.07
C 0.52 -3.06 -0.43
P -0.93 -2.05 0.21
H 1.80 -0.47 -4.95
H 1.88 -4.08 -2.59
H 2.40 -2.88 -4.72
H 1.28 -3.09 0.36
H 0.18 -4.08 -0.63
H 1.46 1.77 -2.85
H 0.47 1.32 -4.26
H -0.68 1.20 -1.37
C -1.36 -2.79 1.79
C -2.23 -2.62 -0.95
H -0.55 2.71 -2.30
C -2.21 0.13 -3.68
C -2.92 2.30 -2.89
H -1.18 -0.10 1.14
H -2.99 0.31 -4.43
H -1.36 -0.38 -4.16
H -2.64 -0.55 -2.92
H -3.64 2.22 -3.71
H -3.44 2.09 -1.94
H -2.54 3.33 -2.84
H -2.36 -3.71 -0.84
H -3.17 -2.11 -0.70
H -1.95 -2.40 -1.99
H -1.46 -3.88 1.70
H -0.59 -2.56 2.53
H -2.32 -2.36 2.12
H -1.37 0.81 0.43
C 3.80 2.84 6.93
C 3.25 2.68 5.54
C 1.89 2.88 5.29
C 1.35 2.67 4.02
C 2.21 2.32 2.97
C 3.57 2.13 3.20
C 4.09 2.33 4.48
S 1.62 2.12 1.28
O 1.11 0.65 1.35
O 0.52 3.04 1.10
O 2.76 2.20 0.40
H 3.59 3.85 7.32
H 3.34 2.13 7.63
H 4.88 2.69 6.94
H 1.26 3.20 6.13
H 0.29 2.79 3.84
H 4.22 1.83 2.39
H 5.16 2.25 4.66

4.
10
Properties=species:S:1:pos:R:3 method="wB97M-V/def2-TZVPD" homo_ev=-9.459
C 0.20 -0.48 -0.21
N 1.27 -0.03 -0.44
N -0.51 -1.56 -0.18
N -1.31 0.93 0.47
O -3.11 0.34 -0.99
O -1.83 -1.53 0.28
S -2.66 0.06 0.37
H 1.31 0.99 -0.86
H -0.22 -2.56 -0.22
H -1.37 1.79 -0.05

5.
55
Properties=species:S:1:pos:R:3 method="wB97M-V/def2-TZVPD" total_charge=+3 homo_ev="-18.703 / -18.703"
Tc 0.71 1.41 1.18
C -4.33 0.36 -3.87
C -3.17 0.33 -3.00
C -2.15 -0.63 -3.16
C -1.13 -0.73 -2.26
C -1.04 0.13 -1.10
N -0.09 -0.10 -0.19
C 0.58 -1.29 -0.16
C -0.15 -2.50 -0.24
C 0.47 -3.72 -0.20
C 1.88 -3.82 -0.10
C 2.53 -5.11 0.04
C 2.62 -2.61 -0.07
C 2.00 -1.38 -0.06
C 2.82 -0.08 -0.01
O 1.99 1.01 0.03
C 3.79 0.10 -1.24
F 4.76 -0.80 -1.21
F 3.08 -0.06 -2.35
F 4.30 1.31 -1.23
C 3.58 -0.02 1.35
F 4.31 -1.06 1.65
F 2.55 0.05 2.29
F 4.26 1.09 1.49
C -1.95 1.25 -1.08
C -3.00 1.30 -1.96
C -1.74 2.36 -0.05
O -0.42 2.60 0.24
C -2.51 1.98 1.27
F -3.78 1.73 1.06
F -2.32 2.87 2.22
F -1.94 0.81 1.74
C -2.26 3.78 -0.53
F -3.59 3.82 -0.54
F -1.81 4.69 0.29
F -1.83 4.02 -1.76
H -4.47 -0.58 -4.41
H -4.23 1.14 -4.64
H -5.23 0.69 -3.34
H -2.16 -1.28 -4.02
H -0.34 -1.45 -2.43
H -1.24 -2.44 -0.27
H -0.11 -4.62 -0.23
H 1.88 -5.93 -0.27
H 2.79 -5.30 1.09
H 3.49 -5.16 -0.49
H 3.70 -2.69 -0.04
H -3.74 2.09 -1.91
Cl -0.33 -0.13 4.74
C 0.38 1.41 5.18
Cl 2.13 1.33 5.45
C 0.20 2.47 4.00
O -0.05 3.60 4.21
O 0.37 1.93 2.81
H -0.10 1.83 6.08

6.
12
Properties=species:S:1:pos:R:3 method="wB97M-V/def2-TZVPD" homo_ev=-8.883
O 1.51 0.50 0.88
C 1.15 -0.59 0.07
C -0.17 -0.29 -0.66
C -1.26 0.23 0.29
N -0.39 1.01 -1.03
H 1.23 1.28 0.36
H 1.08 -1.47 0.70
H 1.89 -0.79 -0.72
H -0.52 -1.11 -1.31
H -0.87 0.23 1.31
H -2.19 -0.31 0.11
H -1.46 1.31 0.00

no.,F_max (eV/Å)
1,2.890
2,3.437
3,4.834
4,5.419
5,6.220
6,0.434